Entry 1:
ORCA calculation (ωB97M-V/def2-TZVPD) on a molecular structure, Cl6O24Sr at a distorted geometry.

```
31
Properties=species:S:1:pos:R:3:mulliken_charge:R:1
Sr -0.082 -0.016 -0.092 1.97
Cl -2.067 -3.784 0.265 1.65
O -1.704 -2.386 0.418 -0.61
O -3.280 -4.067 0.942 -0.70
O -2.327 -4.017 -1.071 -0.64
O -0.922 -4.452 0.771 -0.66
Cl -1.695 3.591 -1.731 1.57
O -3.026 3.472 -1.153 -0.65
O -0.927 4.770 -1.243 -0.59
O -1.018 2.328 -1.338 -0.69
O -1.688 3.449 -3.227 -0.64
Cl 2.701 3.285 0.582 1.56
O 1.807 2.217 0.360 -0.51
O 4.032 3.214 -0.011 -0.66
O 1.924 4.360 -0.100 -0.72
O 2.623 3.764 1.880 -0.63
Cl -1.530 -0.983 -3.751 1.61
O -0.749 -0.603 -2.619 -0.71
O -2.789 -1.401 -3.228 -0.62
O -1.496 0.267 -4.529 -0.66
O -0.853 -1.973 -4.577 -0.67
Cl 3.213 -2.730 1.141 1.65
O 4.383 -2.616 0.292 -0.67
O 3.512 -2.435 2.497 -0.69
O 2.110 -1.909 0.671 -0.63
O 2.626 -4.004 1.194 -0.66
Cl -0.539 0.479 3.563 1.70
O 0.768 0.871 3.741 -0.59
O -0.728 -0.918 3.488 -0.60
O -1.357 1.146 4.550 -0.74
O -0.921 1.082 2.313 -0.76
```

Results
total charge = -4
HOMO level = 0.78 eV



Entry 2:
ORCA calculation (ωB97M-V/def2-TZVPD) on a molecular structure, Cl8Cr2N3O9 at a distorted geometry.

```
22
Properties=species:S:1:pos:R:3:mulliken_charge:R:1
Cr 1.012 -1.242 -2.478 1.09
Cr 0.867 -0.019 1.998 1.01
Cl 3.174 -0.683 2.592 -0.77
Cl 0.562 0.096 -4.770 -0.91
Cl 0.558 2.055 3.430 -0.76
Cl 0.991 4.627 0.982 -1.15
Cl 0.268 0.084 -0.472 -0.28
Cl 3.574 -1.760 -2.053 -0.85
Cl -4.258 1.320 0.333 -1.13
Cl -0.591 -3.103 -2.220 -0.69
N -1.310 4.686 -2.913 0.93
O -1.251 4.661 -4.136 -0.71
O -2.387 5.175 -2.393 -0.70
O -0.300 4.395 -2.234 -0.45
N -1.662 -0.899 2.694 1.12
O -2.734 -0.639 2.264 -0.57
O -1.396 -0.860 3.928 -0.72
O -0.794 -1.293 2.139 -0.49
N 1.388 -4.131 0.838 0.94
O 1.981 -4.157 1.879 -0.69
O 2.136 -4.024 -0.110 -0.58
O 0.172 -4.291 0.704 -0.65
```

Results
<S²> = 20.02
total charge = -7
spin multiplicity = 9
HOMO level (alpha / beta) = 9.49 / 9.49 eV



Entry 3:
ORCA calculation (ωB97M-V/def2-TZVPD) on a molecular structure, ClCrO10SV at a distorted geometry.

```
14
Properties=species:S:1:pos:R:3:mulliken_charge:R:1
O 1.531 -1.862 -2.206 -0.64
V 0.904 -0.532 -1.453 1.82
O 2.023 0.393 -1.032 -0.56
Cr 2.300 2.651 0.686 0.82
S -0.810 2.018 -0.721 1.17
O -0.613 0.722 -1.355 -0.68
O -1.707 1.963 0.465 -0.65
O 0.549 2.491 -0.410 -0.74
O -1.630 2.915 -1.547 -0.67
Cl -0.580 -2.137 1.530 1.67
O -0.674 -0.735 1.221 -0.58
O -1.851 -2.606 1.682 -0.57
O 0.283 -2.651 0.476 -0.71
O 0.276 -2.630 2.663 -0.68
```

Results
<S²> = 8.75
total charge = -1
spin multiplicity = 6
HOMO level (alpha / beta) = -5.05 / -5.07 eV



Entry 4:
ORCA calculation (ωB97M-V/def2-TZVPD) on ClF in the gas phase at a distorted geometry.

```
2
Properties=species:S:1:pos:R:3:mulliken_charge:R:1
F 1.038 0.405 -0.077 -0.19
Cl -0.550 -0.214 0.041 0.19
```

Results
HOMO level = -12.13 eV



Entry 5:
ORCA calculation (ωB97M-V/def2-TZVPD) on ClF3Si in the gas phase at a distorted geometry.

```
5
Properties=species:S:1:pos:R:3:mulliken_charge:R:1
F -0.510 1.496 -0.555 -0.34
F -0.591 -1.193 -0.940 -0.21
F -0.828 -0.237 1.339 -0.21
Si -0.006 -0.073 0.003 0.89
Cl 1.936 0.007 0.153 -0.13
```

Results
HOMO level = -13.22 eV



Entry 6:
ORCA calculation (ωB97M-V/def2-TZVPD) on 2 unconnected molecules or ions with the total composition ClFH2Si at a distorted geometry.

```
5
Properties=species:S:1:pos:R:3:mulliken_charge:R:1
F 0.896 0.688 0.977 -0.20
Si -0.062 0.195 -0.218 0.43
Cl 1.097 -0.087 -1.792 -0.13
H -1.121 1.162 -0.292 -0.04
H -0.810 -1.959 1.324 -0.06
```

Results
HOMO level (alpha / beta) = -10.30 / -8.66 eV